No. 1
This record from the Open Molecules 2025 dataset describes a 2-piece molecular cluster, C4H14N2O overall in a non-equilibrium geometry. The level of theory is ωB97M-V/def2-TZVPD.

Output
total charge = 0
gap between HOMO and LUMO = 8.408 eV
SMILES = CN(C)CCN.O
lowest unoccupied orbital energy = 0.024 hartree
highest occupied orbital energy = -7.75 eV

The geometry in XYZ format:
```
21
C4H14N2O, DFT ωB97M-V/def2-TZVPD
C -0.6858 1.8450 -0.0168
N 0.3820 0.9993 0.4647
C 1.6067 0.9297 -0.5037
C 0.4967 0.2802 1.6072
C 0.3939 -1.2606 1.4346
N -0.9380 -1.4605 1.0520
H -1.1761 2.2282 0.8940
H -1.6775 1.5096 -0.5279
H -0.4514 2.8024 -0.5679
H 1.2946 0.6403 -1.4151
H 2.0324 1.9546 -0.5721
H 2.1765 0.0676 -0.0964
H -0.3852 0.6163 2.2670
H 1.5391 0.3331 2.1695
H 0.6036 -1.6894 2.5157
H 1.3565 -1.6011 0.7289
H -1.0420 -1.0324 0.1285
H -1.3247 -2.4770 0.9173
O -1.0493 -1.1807 -3.1935
H -0.0637 -1.0637 -3.1994
H -1.4644 -0.3803 -3.4393
```

---

No. 2
This record from the Open Molecules 2025 dataset describes a 2-piece molecular cluster, C4H14N2O overall in a non-equilibrium geometry. The level of theory is ωB97M-V/def2-TZVPD.

Output
total charge = 0
gap between HOMO and LUMO = 9.010 eV
SMILES = CCCNCN.O
lowest unoccupied orbital energy = 0.027 hartree
highest occupied orbital energy = -8.27 eV

The geometry in XYZ format:
```
21
C4H14N2O, DFT ωB97M-V/def2-TZVPD
C -1.1796 2.6018 0.8833
C -1.7889 1.5300 -0.0382
C -1.4263 0.0968 0.2307
N -0.2316 -0.4917 -0.3382
C -0.0222 -1.9483 0.0234
N 1.1203 -2.3965 0.7244
H -1.2777 2.3776 1.8722
H -0.1348 2.6359 0.7471
H -1.7741 3.4798 0.8870
H -1.4718 1.8513 -1.1107
H -2.8995 1.4559 -0.1891
H -1.5714 -0.1985 1.3572
H -2.2625 -0.4183 -0.2186
H 0.4252 0.1180 0.1159
H -0.1182 -2.3988 -1.0107
H -0.9797 -2.2194 0.5870
H 2.0232 -2.3984 0.2735
H 1.3803 -2.0898 1.6915
O 2.8103 0.3971 -1.3854
H 3.0528 0.2230 -2.3263
H 3.4068 0.9404 -0.8913
```

---

No. 3
This record from the Open Molecules 2025 dataset describes a 2-piece molecular cluster, C4H14N2O overall in a non-equilibrium geometry. The level of theory is ωB97M-V/def2-TZVPD.

Output
total charge = 0
gap between HOMO and LUMO = 10.117 eV
SMILES = NCCCCN.O
lowest unoccupied orbital energy = 0.035 hartree
highest occupied orbital energy = -9.17 eV

The geometry in XYZ format:
```
21
C4H14N2O, DFT ωB97M-V/def2-TZVPD
N -0.8886 -1.3796 1.0163
C -0.5831 0.0282 1.3450
C 0.6017 0.6666 0.5432
C 0.9040 0.2996 -0.9517
C -0.0336 1.1015 -1.9899
N -1.3921 1.5651 -1.5818
H -1.1311 -1.5188 0.0386
H -1.5856 -1.8690 1.5836
H -1.4165 0.7535 1.1356
H -0.2869 0.0482 2.3581
H 0.5553 1.7738 0.6081
H 1.5785 0.5449 1.0861
H 1.9222 0.5648 -1.2944
H 0.8316 -0.8142 -1.0437
H -0.1964 0.3629 -2.8202
H 0.6700 1.9160 -2.2298
H -1.9272 1.9452 -2.3437
H -1.5628 2.3036 -0.8599
O 1.6914 -2.7543 1.5912
H 1.4307 -3.2986 2.3305
H 0.8186 -2.2393 1.4788
```

---

No. 4
This record from the Open Molecules 2025 dataset describes a 2-piece molecular cluster, C4H14N2O overall in a non-equilibrium geometry. The level of theory is ωB97M-V/def2-TZVPD.

Output
total charge = +1
gap between HOMO and LUMO (spin up / spin down) = 10.191 / 5.436 eV
lowest unoccupied orbital energy (spin up / spin down) = -0.110 / -0.282 hartree
highest occupied orbital energy (spin up / spin down) = -13.18 / -13.10 eV
2S+1 = 2

The geometry in XYZ format:
```
21
C4H14N2O, DFT ωB97M-V/def2-TZVPD
C 0.7742 -1.6520 -0.0727
C -0.3440 -0.8589 -0.7230
C -0.9109 0.1556 0.2902
C -2.1741 0.2749 2.4416
N -1.7545 -0.4688 1.2199
N 2.0394 -0.8826 -0.1273
H 0.6421 -1.8855 0.9859
H 0.9582 -2.6068 -0.5562
H -1.1151 -1.5745 -1.0185
H 0.0263 -0.4069 -1.6357
H 0.0001 0.5139 0.8180
H -1.3051 1.0736 -0.1549
H -3.1147 0.7706 2.2481
H -1.3594 0.9314 2.6827
H -2.2032 -0.4519 3.2529
H -1.6363 -1.4476 1.4710
H 2.6958 -1.2900 0.5287
H 2.4329 -0.9478 -1.0560
H 2.2094 2.1778 -3.0190
H 2.3949 3.5652 -2.7196
O 1.7540 2.8799 -2.5290
```

---

No. 5
This record from the Open Molecules 2025 dataset describes a 2-piece molecular cluster, C4H14N2O overall in a non-equilibrium geometry. The level of theory is ωB97M-V/def2-TZVPD.

Output
total charge = +2
gap between HOMO and LUMO = 11.383 eV
lowest unoccupied orbital energy = -0.246 hartree
highest occupied orbital energy = -18.07 eV

The geometry in XYZ format:
```
21
C4H14N2O, DFT ωB97M-V/def2-TZVPD
C -0.7511 -0.5235 -0.9573
C -0.1497 -0.2246 0.3725
C 1.3365 -0.0379 0.3105
C 2.1270 -0.1285 1.3841
N 3.6175 -0.2691 1.2886
N -2.2514 -0.7312 -0.8586
H -0.5038 0.3604 -1.5369
H -0.3995 -1.3746 -1.5752
H -0.5633 0.7642 0.7681
H -0.4899 -0.7386 1.2513
H 1.6387 -0.0260 -0.7240
H 1.7265 -0.3681 2.3539
H 3.8343 -1.2971 1.0059
H 4.0041 0.3742 0.6135
H 4.0164 -0.0757 2.2221
H -2.7425 0.1145 -0.4088
H -2.5350 -0.8810 -1.8416
H -2.5469 -1.5244 -0.2495
H -3.3967 2.6703 -0.5833
H -2.8369 2.0843 -1.8578
O -3.1340 1.8321 -0.9776
```

---

No. 6
This record from the Open Molecules 2025 dataset describes a 2-piece molecular cluster, C4H14N2O overall in a non-equilibrium geometry. The level of theory is ωB97M-V/def2-TZVPD.

Output
total charge = +2
gap between HOMO and LUMO = 11.803 eV
lowest unoccupied orbital energy = -0.244 hartree
highest occupied orbital energy = -18.43 eV

The geometry in XYZ format:
```
21
C4H14N2O, DFT ωB97M-V/def2-TZVPD
C -0.6047 -0.4815 -1.1285
C 0.2487 -0.2819 0.1204
C 0.7063 1.0988 0.3693
C 1.8834 1.4388 0.8731
N 2.1800 2.8846 1.0735
N -0.7063 -1.9464 -1.4550
H -1.5701 -0.0616 -0.7719
H -0.4203 0.1284 -2.0124
H -0.2846 -0.6962 0.9883
H 1.1237 -0.9742 0.1661
H -0.0198 1.9276 0.3151
H 2.6743 0.8217 1.2955
H 1.5701 3.3940 1.7263
H 3.1257 3.0833 1.4121
H 2.0869 3.3474 0.1645
H -1.6649 -2.2484 -1.1623
H -0.6076 -2.1314 -2.4554
H -0.0019 -2.4556 -0.9235
H -3.1126 -2.1313 1.1813
H -3.6607 -1.8226 -0.2445
O -2.8901 -2.1384 0.2472
```

---

No. 7
This record from the Open Molecules 2025 dataset describes a 2-piece molecular cluster, C4H14N2O2 overall in a non-equilibrium geometry. The level of theory is ωB97M-V/def2-TZVPD.

Output
total charge = 0
gap between HOMO and LUMO = 9.880 eV
SMILES = C[C@@H](O)[C@@H](N)CN.O
lowest unoccupied orbital energy = 0.028 hartree
highest occupied orbital energy = -9.13 eV

The geometry in XYZ format:
```
22
C4H14N2O2, DFT ωB97M-V/def2-TZVPD
C 1.0441 -1.9579 -0.7408
C 1.1595 -0.2957 -0.7337
O 0.9007 0.0156 -2.0139
C -0.2117 0.3067 -0.0073
N 0.0012 0.3945 1.3983
C -0.7018 1.6543 -0.6337
N -1.5614 2.4168 0.2601
H 0.7425 -2.4461 -1.6628
H 1.8322 -2.5350 -0.4919
H 0.2639 -2.2976 -0.0878
H 2.1647 -0.0322 -0.2832
H 1.7846 0.2923 -2.3641
H -1.0096 -0.5426 -0.3049
H -0.4236 1.1581 1.8053
H 1.0219 0.6421 1.5274
H -1.1389 1.4658 -1.6408
H 0.1820 2.3433 -1.0646
H -2.4816 2.4782 -0.0372
H -1.2714 3.2741 0.2659
O -0.5259 -2.2899 2.1320
H -0.2211 -1.6665 2.7607
H -1.2631 -1.8628 1.7180
```

---

No. 8
This record from the Open Molecules 2025 dataset describes a 2-piece molecular cluster, C4H14N2O2 overall in a non-equilibrium geometry. The level of theory is ωB97M-V/def2-TZVPD.

Output
total charge = 0
gap between HOMO and LUMO = 9.439 eV
SMILES = CNC[C@H](N)CO.O
lowest unoccupied orbital energy = 0.025 hartree
highest occupied orbital energy = -8.75 eV

The geometry in XYZ format:
```
22
C4H14N2O2, DFT ωB97M-V/def2-TZVPD
C 0.1897 -0.8242 2.4167
N 0.7824 -1.2289 1.1202
C -0.1445 -1.1655 -0.0209
C 0.2434 -0.2644 -1.1719
N 0.2604 1.1174 -0.7508
C -0.7635 -0.4728 -2.3659
O -0.6090 0.6311 -3.2970
H -0.4394 -1.6183 2.7724
H -0.3873 0.0924 2.4585
H 1.0360 -0.7578 3.1014
H 1.5392 -0.5673 0.9680
H -0.2203 -2.1898 -0.4216
H -1.1690 -0.9525 0.3465
H 1.2125 -0.6482 -1.5646
H -0.6525 1.2830 -0.3327
H 0.3783 1.7925 -1.5024
H -0.4204 -1.3784 -2.8860
H -1.8628 -0.4628 -2.2509
H 0.3465 0.6737 -3.4315
O 0.1366 2.0905 2.6060
H 0.5437 1.8177 1.7611
H 0.0000 3.0325 2.4454
```

---

No. 9
This record from the Open Molecules 2025 dataset describes C4H14N2O2 as an isolated structure in a non-equilibrium geometry. The level of theory is ωB97M-V/def2-TZVPD.

Output
total charge = +1
gap between HOMO and LUMO (spin up / spin down) = 7.716 / 4.253 eV
lowest unoccupied orbital energy (spin up / spin down) = -0.195 / -0.321 hartree
highest occupied orbital energy (spin up / spin down) = -13.03 / -12.98 eV
2S+1 = 2

The geometry in XYZ format:
```
22
C4H14N2O2, DFT ωB97M-V/def2-TZVPD
N 1.9535 -2.4695 0.0051
C 0.8887 -1.5044 -0.2080
C -1.7296 0.7682 1.4922
C -0.7350 1.6799 1.5294
O -2.7638 -0.4639 -1.4520
C 1.2675 -0.1399 0.2695
N 2.5903 0.2256 -0.2906
H -0.2115 -1.7905 0.1397
H 2.0697 -2.7640 1.0067
H -3.1750 -0.6853 -2.2911
H 0.7845 -1.3476 -1.2438
H -2.2733 0.6167 0.5664
H -2.1093 0.4549 2.4704
H -0.0031 1.8440 2.4197
H -0.7523 2.4283 0.7491
H 0.4942 0.5041 -0.1927
H 1.1821 0.0576 1.4021
H 3.1254 0.9121 0.3050
H 3.0045 -0.6975 -0.3443
H -0.7975 1.0943 -2.7600
H -1.8845 0.2464 -1.7783
O -0.9254 1.0303 -1.7945
```

---

No. 10
This record from the Open Molecules 2025 dataset describes C4H14N3 as an isolated structure in a non-equilibrium geometry. The level of theory is ωB97M-V/def2-TZVPD.

Output
total charge = +1
gap between HOMO and LUMO = 4.487 eV
lowest unoccupied orbital energy = -0.310 hartree
highest occupied orbital energy = -12.91 eV

The geometry in XYZ format:
```
21
C4H14N3, DFT ωB97M-V/def2-TZVPD
N 0.8661 0.5134 -0.6963
C 4.6596 -0.6548 -0.4128
C 3.5694 -1.1551 0.1451
N -1.0011 0.6495 0.6749
C -2.1895 1.1420 0.0743
C -3.3342 0.0820 0.1979
N -2.8133 -1.2334 0.0334
H 1.5559 0.9696 -0.0820
H -0.1240 0.3727 -0.0921
H 0.7249 1.1592 -1.4795
H 5.6289 -1.0408 -0.1354
H 4.6418 0.1072 -1.1859
H 3.6614 -1.8899 0.9318
H 2.5815 -0.9063 -0.2303
H -0.6032 1.2593 1.4010
H -2.4911 2.0942 0.4999
H -2.0062 1.3216 -0.9876
H -4.0283 0.3320 -0.6079
H -3.8318 0.3085 1.1479
H -1.9874 -1.4451 0.5743
H -3.4794 -1.9858 0.2291
```